# 1
Molecular formula: C6H16N2
Method: DFT, ωB97M-V/def2-TZVPD

Properties
SMILES: CN(C)CCCCN
E_LUMO: 1.047 eV
HOMO level: -8.2 eV
E_tot: -347.660915 Eh
Relative energy (zero: lowest compared OMol25 entry of this formula, charge and spin): 1.739 eV
Spin multiplicity: 1

Last column: Mulliken charge in e.
Geometry (Å):
C: 0.046 -1.742 1.630  -1.10
N: -1.098 -1.069 1.006  0.09
C: -2.162 -1.111 2.004  -0.98
C: -0.838 0.113 0.247  -0.45
C: -0.253 -0.164 -1.159  -1.13
C: 1.213 0.030 -1.513  -0.46
C: 1.681 1.476 -1.108  -0.36
N: 1.395 2.474 -2.175  -0.59
H: 0.940 -1.950 1.045  0.26
H: -0.330 -2.717 1.973  0.35
H: 0.394 -1.220 2.533  0.38
H: -2.938 -0.401 1.699  0.33
H: -2.594 -2.117 2.054  0.30
H: -1.855 -0.980 3.042  0.33
H: -0.267 0.873 0.798  0.35
H: -1.789 0.644 0.083  0.28
H: -0.599 -1.202 -1.377  0.33
H: -0.826 0.412 -1.886  0.51
H: 1.790 -0.617 -0.828  0.14
H: 1.401 -0.116 -2.564  0.41
H: 1.033 1.738 -0.282  0.15
H: 2.745 1.490 -0.959  0.44
H: 2.251 3.010 -2.261  0.21
H: 0.660 3.145 -2.002  0.22

***

# 2
Molecular formula: C2H5NO2
Method: DFT, ωB97M-V/def2-TZVPD

Properties
SMILES: NCC(=O)O
E_LUMO: 0.648 eV
HOMO level: -9.7 eV
E_tot: -284.454893 Eh
Relative energy (zero: lowest compared OMol25 entry of this formula, charge and spin): 0.339 eV
Spin multiplicity: 1

Last column: Mulliken charge in e.
Geometry (Å):
N: 1.504 -0.338 -0.176  -0.61
C: 0.480 0.675 0.086  -0.46
C: -0.945 0.195 0.223  0.62
O: -1.751 0.587 1.020  -0.54
O: -1.239 -0.725 -0.724  -0.46
H: 1.736 -0.810 0.692  0.26
H: 1.099 -1.055 -0.772  0.27
H: 0.461 1.355 -0.776  0.23
H: 0.737 1.268 0.953  0.34
H: -2.083 -1.152 -0.526  0.34

***

# 3
Molecular formula: CH5NOS
Method: DFT, ωB97M-V/def2-TZVPD

Properties
SMILES: NC=O.S
E_LUMO: 0.952 eV
HOMO level: -9.7 eV
E_tot: -569.281475 Eh
Relative energy (zero: lowest compared OMol25 entry of this formula, charge and spin): 0.182 eV
Spin multiplicity: 1

Last column: Mulliken charge in e.
Geometry (Å):
N: -0.856 -2.864 1.440  -0.36
C: -0.818 -2.941 0.083  0.12
O: -0.693 -1.980 -0.636  -0.53
H: -0.978 -1.930 1.826  0.24
H: -1.187 -3.616 2.021  0.23
H: -0.872 -3.964 -0.323  0.30
S: 1.551 6.235 -1.181  -0.29
H: 1.226 5.575 -2.297  0.15
H: 2.627 5.484 -0.932  0.14

***

# 4
Molecular formula: C4H14NO6
Method: DFT, ωB97M-V/def2-TZVPD

Properties
E_LUMO: 2.853 eV
Charge: -1
HOMO level: -4.8 eV
E_tot: -667.091680 Eh
Relative energy (zero: lowest compared OMol25 entry of this formula, charge and spin): 1.387 eV
Spin multiplicity: 1

Last column: Mulliken charge in e.
Geometry (Å):
C: -1.158 0.377 0.902  -0.50
C: -0.892 1.507 -0.114  0.54
C: -0.655 0.830 -1.459  -1.11
O: -2.030 2.384 -0.063  -0.56
N: 0.114 -0.249 1.226  0.03
C: 0.407 -1.661 0.980  0.36
O: 1.605 -1.945 1.183  -0.79
O: -0.552 -2.378 0.640  -0.65
H: -1.596 0.790 1.813  0.39
H: -1.762 -0.410 0.452  -0.28
H: -0.040 2.116 0.171  0.24
H: 0.075 1.333 -2.092  0.25
H: -1.557 0.917 -2.082  0.34
H: -0.386 -0.212 -1.350  0.24
H: -2.633 2.196 -0.794  0.29
H: 0.531 0.062 2.088  0.24
H: -2.775 -1.883 -0.617  0.37
H: -2.690 -3.261 -0.100  0.36
O: -3.145 -2.755 -0.783  -0.70
H: 2.831 2.310 -2.788  0.32
H: 2.022 3.351 -2.102  0.32
O: 2.155 2.972 -2.981  -0.66
H: 3.804 0.354 0.627  0.28
H: 3.002 -0.375 1.645  0.37
O: 3.705 0.290 1.582  -0.67

***

# 5
Molecular formula: C2H3NO2
Method: DFT, ωB97M-V/def2-TZVPD

Properties
E_LUMO: 0.304 eV
HOMO level: -9.6 eV
E_tot: -283.126403 Eh
Relative energy (zero: lowest compared OMol25 entry of this formula, charge and spin): 3.581 eV
Spin multiplicity: 1

Last column: Mulliken charge in e.
Geometry (Å):
C: 0.176 1.254 0.153  0.35
C: -0.071 -0.697 -0.326  0.06
N: -0.564 -1.564 0.392  -0.45
O: 0.852 1.628 -0.747  -0.46
O: -0.188 2.356 1.104  -0.49
H: 0.416 -0.683 -1.220  0.38
H: -0.604 -2.577 0.140  0.28
H: -0.111 3.222 0.737  0.32

***

# 6
Molecular formula: C3H6NOS
Method: DFT, ωB97M-V/def2-TZVPD

Properties
E_LUMO (spin up / spin down): -6.226 / -6.227 eV
Charge: +1
HOMO level (spin up / spin down): -14.8 / -14.8 eV
E_tot: -645.720122 Eh
Relative energy (zero: lowest compared OMol25 entry of this formula, charge and spin): 2.480 eV
Spin multiplicity: 1

Last column: Mulliken charge in e.
Geometry (Å):
C: -0.045 -0.755 0.064  -0.24
C: 1.291 -0.552 0.574  -0.03
C: -1.210 0.342 -0.014  0.15
N: -0.566 -0.211 -1.127  -0.35
O: -0.861 1.630 0.212  -0.46
S: 2.537 0.346 -0.054  0.08
H: -0.505 -1.695 0.531  0.32
H: 1.574 -0.951 1.644  0.31
H: -2.278 0.201 0.154  0.42
H: 1.884 0.356 -1.153  0.21
H: -0.793 -0.754 -1.907  0.23
H: -1.028 2.043 1.076  0.36

***

# 7
Molecular formula: C6H17KNO2
Method: DFT, ωB97M-V/def2-TZVPD

Properties
E_LUMO: -3.495 eV
Charge: +1
HOMO level: -12.6 eV
E_tot: -1043.772163 Eh
Relative energy (zero: lowest compared OMol25 entry of this formula, charge and spin): 0.000 eV
Spin multiplicity: 1

Last column: Mulliken charge in e.
Geometry (Å):
K: 4.360 -23.143 -5.330  0.95
C: 7.752 -22.030 -8.659  -0.93
C: 6.308 -22.373 -8.953  -0.32
O: 5.386 -22.293 -7.837  -0.45
H: 8.267 -21.768 -9.581  0.37
H: 8.200 -22.876 -8.140  0.26
H: 7.873 -21.119 -8.078  0.17
H: 6.288 -23.382 -9.370  0.33
H: 5.926 -21.683 -9.713  0.31
H: 4.553 -22.617 -8.176  0.29
C: 4.195 -18.013 -3.761  -1.39
C: 4.494 -19.458 -4.223  0.23
C: 5.991 -19.677 -4.288  -0.79
O: 6.180 -21.002 -4.825  -0.21
C: 7.530 -21.261 -5.151  -0.77
N: 3.796 -20.438 -3.380  -0.50
H: 4.802 -17.300 -4.312  0.38
H: 4.483 -17.989 -2.703  0.36
H: 3.124 -17.827 -3.754  0.38
H: 4.099 -19.620 -5.233  0.27
H: 6.396 -19.587 -3.276  0.32
H: 6.417 -19.026 -5.051  0.42
H: 7.957 -20.498 -5.795  0.26
H: 7.549 -22.251 -5.607  0.20
H: 8.150 -21.366 -4.253  0.36
H: 2.815 -20.546 -3.570  0.27
H: 3.936 -20.174 -2.411  0.24

***

# 8
Molecular formula: C4H6OS2
Method: DFT, ωB97M-V/def2-TZVPD

Properties
E_LUMO: -1.578 eV
HOMO level: -9.0 eV
E_tot: -1027.320642 Eh
Relative energy (zero: lowest compared OMol25 entry of this formula, charge and spin): 8.460 eV
Spin multiplicity: 1

Last column: Mulliken charge in e.
Geometry (Å):
C: -1.305 -0.101 1.186  0.35
C: -0.012 1.006 1.556  -0.84
C: 0.863 -0.015 0.734  0.21
C: -0.336 -0.660 0.093  -0.14
H: -2.013 0.836 -0.908  0.32
H: -1.489 -0.868 2.100  0.28
H: 0.363 1.101 2.541  0.31
H: -0.027 1.940 1.146  0.33
H: 1.438 -0.702 1.527  0.22
H: 1.582 -0.249 -2.304  0.13
O: -2.470 0.493 0.573  -0.66
S: 2.290 0.316 -0.398  -0.23
S: -0.750 -0.778 -1.483  -0.28